(1)
Below is a cluster of 2 separate species, C6H10O in total, with properties calculated with wB97M-V/def2-TZVPD.

Properties
* HOMO: -0.345 Eh
* SMILES: O=C1CC=CCC1.[H][H]
* E_LUMO: 0.9440 eV
* M: 98.14 g/mol
* HOMO-LUMO gap: 0.379 Eh
* total charge: 0

CARTESIAN COORDINATES (ANGSTROEM)
C -0.7348 -0.8133 -0.3236
C -0.5471 0.2872 0.6833
O -0.6443 0.1108 1.8789
C 0.0825 1.5228 0.0879
C 1.4550 1.0868 -0.3872
C 1.7373 -0.2020 -0.5806
C 0.7241 -1.3179 -0.4219
H -1.4037 -1.6010 0.0358
H -1.1137 -0.4405 -1.2857
H -3.1676 -0.1519 0.8454
H -2.7310 -0.1451 1.4455
H -0.5144 1.9090 -0.7487
H 0.1448 2.2837 0.8678
H 2.2111 1.8589 -0.5253
H 2.7529 -0.4991 -0.8377
H 0.9362 -1.8594 0.5112
H 0.8129 -2.0290 -1.2452



(2)
Below is a structure of composition C24H37Ge2N3OPPtS5, with properties calculated with wB97M-V/def2-TZVPD.

Properties
* multiplicity: 2
* HOMO (spin up / spin down): -0.499 / -0.523 Eh
* E_LUMO (spin up / spin down): -8.5878 / -8.5211 eV
* M: 915.19 g/mol
* HOMO-LUMO gap (spin up / spin down): 0.183 / 0.210 Eh
* total charge: +2

CARTESIAN COORDINATES (ANGSTROEM)
Pt -0.5014 -0.8567 0.6300
S -5.4326 -4.6272 4.1538
C -4.3840 -3.7422 3.3393
S -3.7932 -4.1818 1.7346
C -2.8155 -2.8041 1.4736
C -2.7618 -1.8450 2.5763
S -1.8383 -0.4837 2.4845
S -3.7535 -2.2030 3.9248
S -2.0465 -2.5226 0.0360
C -4.4168 2.4981 -1.8659
Ge -3.7999 0.7526 -1.2217
C -4.9039 0.1959 0.2947
C -3.8254 -0.5878 -2.6422
Ge -1.4701 1.2324 -0.5312
C -1.2601 2.2529 1.1132
C -0.0300 2.6526 1.6398
C 0.0267 3.3800 2.8175
C -1.1440 3.7322 3.4799
C -2.3755 3.3493 2.9674
C -2.4305 2.6061 1.7971
C -0.2525 1.6949 -1.9571
C -0.8248 1.6955 -3.2338
C -0.1335 2.1996 -4.3269
C 1.1422 2.7117 -4.1510
C 1.7269 2.7058 -2.8889
C 1.0411 2.1970 -1.8012
H -5.4489 2.4011 -2.2047
H -3.8135 2.8534 -2.7004
H -4.3851 3.2445 -1.0725
H -5.8686 -0.1322 -0.0935
H -5.0816 1.0254 0.9777
H -4.4705 -0.6289 0.8597
H -4.8608 -0.8689 -2.8364
H -3.2715 -1.4940 -2.3917
H -3.4077 -0.1867 -3.5640
H 0.8916 2.4008 1.1301
H 0.9843 3.6884 3.2159
H -1.0947 4.3141 4.3904
H -3.2882 3.6337 3.4736
H -3.3990 2.3128 1.4092
H -1.8231 1.3056 -3.3886
H -0.5924 2.1993 -5.3062
H 1.6837 3.1197 -4.9940
H 2.7224 3.1105 -2.7569
H 1.5249 2.1866 -0.8339
C 3.5224 -1.8780 2.6687
N 3.0440 -0.9504 1.6478
C 2.8028 0.4177 2.1047
P 2.6507 -1.3312 0.1139
O 1.2973 -0.6994 -0.2807
N 2.6324 -2.9672 0.0196
C 1.5874 -3.7151 0.7035
C 3.2861 -3.6972 -1.0674
N 3.7430 -0.7079 -0.9106
C 5.1375 -0.4713 -0.5432
C 3.4315 -0.4963 -2.3235
H 4.4352 -1.4870 3.1210
H 3.7468 -2.8440 2.2267
H 2.7759 -2.0045 3.4570
H 3.5934 0.7083 2.7961
H 1.8392 0.5094 2.6153
H 2.8243 1.1100 1.2625
H 1.2584 -3.1848 1.6007
H 1.9803 -4.6821 1.0211
H 0.7252 -3.8937 0.0524
H 4.1213 -3.1238 -1.4601
H 2.5887 -3.9157 -1.8805
H 3.6742 -4.6385 -0.6780
H 5.3153 -0.7601 0.4895
H 5.3830 0.5855 -0.6632
H 5.8006 -1.0549 -1.1851
H 2.3984 -0.7657 -2.5308
H 4.0917 -1.1034 -2.9465
H 3.5684 0.5535 -2.5871



(3)
Below is a structure of composition C24H33BeF6N12O4S2 in a non-equilibrium geometry, with properties calculated with wB97M-V/def2-TZVPD.

Properties
* HOMO: -0.455 Eh
* E_LUMO: -8.7686 eV
* M: 740.74 g/mol
* HOMO-LUMO gap: 0.133 Eh
* total charge: +1

CARTESIAN COORDINATES (ANGSTROEM)
Be 2.9938 -0.1958 -0.4185
C -0.6376 -2.6872 -0.5365
F 0.2728 -3.5576 -0.9778
F -1.1114 -1.9255 -1.5600
F -1.6797 -3.3527 -0.0134
S 0.1525 -1.5223 0.8344
O -0.8526 -1.4442 1.8625
O 1.4430 -2.0739 1.2762
N 0.6126 -0.0977 -0.0608
S -0.6238 0.8195 0.1868
O -1.8528 0.3023 -0.4113
O -0.7064 1.3698 1.5895
C -0.1744 2.3161 -0.9693
F -1.2409 3.0516 -1.1532
F 0.6418 3.0606 -0.2580
F 0.3563 1.9566 -2.1323
C -4.2930 -0.1048 -2.9547
C -3.3247 0.3224 -4.0077
N -2.5377 0.6721 -4.7575
H -5.2529 0.3346 -3.2261
H -3.8774 0.3349 -2.0481
H -4.4056 -1.1889 -2.9430
C -1.7595 -4.5982 -3.1847
C -0.4661 -4.1663 -3.6021
N 0.5706 -3.8266 -3.9796
H -2.1552 -5.2961 -3.9226
H -2.4450 -3.7552 -3.2723
H -1.7366 -5.0712 -2.2030
C -1.9928 -4.1439 3.6990
C -1.9092 -5.3256 4.5680
N -1.8913 -6.2606 5.2605
H -1.3035 -3.3576 4.0066
H -2.9664 -3.6561 3.7464
H -1.6163 -4.3802 2.7037
C -1.3774 4.5275 -4.1604
C -0.0965 5.1157 -3.7809
N 0.9443 5.6411 -3.4966
H -1.2156 3.5183 -4.5392
H -1.9439 5.1845 -4.8203
H -1.7962 4.4728 -3.1555
C 5.5531 -4.1697 -1.1613
C 4.2628 -3.4561 -1.0959
N 3.2432 -2.8693 -0.9763
H 6.3689 -3.4680 -1.3348
H 5.4446 -4.9268 -1.9378
H 5.7768 -4.6144 -0.1916
C 3.2334 -4.7623 2.5635
C 1.8779 -5.2248 2.9349
N 0.8062 -5.5342 3.2434
H 3.5592 -5.3076 1.6778
H 3.9132 -4.9422 3.3964
H 3.1987 -3.7085 2.2870
C -4.0574 -0.6626 2.3604
C -4.7747 -1.9044 2.1488
N -5.3281 -2.9106 1.9844
H -3.4231 -0.7631 3.2410
H -4.6400 0.2586 2.3512
H -3.4608 -0.5009 1.4626
C 4.1307 4.0858 -3.2211
C 3.5868 3.0600 -2.2449
N 3.2136 2.3083 -1.4778
H 5.1580 4.3917 -3.0233
H 3.5376 4.9980 -3.1563
H 4.0456 3.7828 -4.2647
C -1.3400 4.6589 1.5510
C -2.5904 3.8725 1.4979
N -3.5758 3.2110 1.5134
H -1.3404 5.4573 2.2930
H -1.1977 5.1712 0.5994
H -0.4480 4.0814 1.7937
C 0.5534 0.2016 4.3422
C 1.0449 1.5381 4.2012
N 1.4298 2.6415 4.0713
H -0.3650 -0.0797 3.8270
H 0.3390 0.0694 5.4027
H 1.3614 -0.4603 4.0306
C 1.9823 6.0581 -0.0692
C 2.1246 5.5302 1.3075
N 2.2294 5.1308 2.3933
H 2.1310 5.3563 -0.8899
H 2.6679 6.8362 -0.4048
H 1.0223 6.5535 -0.2140